1.
A single C17H16N4 molecule at a distorted geometry, computed with wB97M-V/def2-TZVPD.

The value obtained for the HOMO energy is -7.5 eV. Its energy above the lowest of the compared OMol25 structures with the same formula, charge and spin is 0.0 kJ/mol. The value obtained for the maximum force is 0.0232 hartree/bohr. Its HOMO-LUMO gap is 7.47 eV. As for the SMILES: Cc1cc(/C=C(\C#N)c2nc3ccccc3[nH]2)c(C)n1C.

```
! wB97M-V def2-TZVPD RIJCOSX def2/J DEFGRID3
* xyz 0 1
C -4.9888 -1.7730 0.0013
C -3.7875 -0.8959 0.0009
C -2.4705 -1.2440 -0.0002
C -1.6995 -0.0439 -0.0007
C -2.6186 1.0079 -0.0001
N -3.8671 0.4789 0.0018
C -5.0731 1.2573 0.0003
H -5.1331 1.8709 -0.9021
H -5.9369 0.5990 0.0335
H -5.1020 1.9193 0.8689
C -2.4010 2.4763 -0.0014
H -1.3396 2.7020 -0.0122
H -2.8605 2.9351 -0.8781
H -2.8417 2.9343 0.8854
C -0.2892 0.1066 -0.0012
C 0.6615 -0.8695 -0.0011
C 0.4023 -2.2512 -0.0007
N 0.2894 -3.3960 -0.0006
C 2.0648 -0.5133 -0.0010
N 2.5258 0.7125 -0.0008
C 3.8878 0.5981 -0.0003
C 4.8740 1.5795 0.0004
C 6.1890 1.1657 0.0012
C 6.5351 -0.1875 0.0013
C 5.5746 -1.1796 0.0006
C 4.2517 -0.7723 -0.0001
N 3.0651 -1.4550 -0.0007
H 2.9349 -2.4533 -0.0009
H 5.8416 -2.2260 0.0007
H 7.5795 -0.4624 0.0020
H 6.9780 1.9037 0.0018
H 4.6063 2.6239 0.0004
H 0.1038 1.1146 -0.0015
H -2.0840 -2.2419 -0.0007
H -4.6656 -2.8098 -0.0036
H -5.6061 -1.6019 -0.8815
H -5.6007 -1.6090 0.8892
*
```


2.
A single C17H16N4O2 molecule at a distorted geometry, computed with wB97M-V/def2-TZVPD.

The value obtained for the HOMO energy is -8.2 eV. Its energy above the lowest of the compared OMol25 structures with the same formula, charge and spin is 84.6 kJ/mol. The value obtained for the maximum force is 0.0271 hartree/bohr. Its HOMO-LUMO gap is 8.43 eV. As for the SMILES: Cc1ccc(COC(=O)c2nn(-c3ccccc3)nc2N)cc1.

```
! wB97M-V def2-TZVPD RIJCOSX def2/J DEFGRID3
* xyz 0 1
C 2.1740 -0.7253 3.8956
C 1.9217 0.1719 2.7225
C 0.9398 1.1511 2.7647
C 0.6876 1.9549 1.6668
C 1.4085 1.7885 0.4947
C 2.4107 0.8269 0.4556
C 2.6616 0.0291 1.5539
H 3.4370 -0.7220 1.5044
H 2.9964 0.7068 -0.4446
C 1.1350 2.6192 -0.7349
H 1.2130 1.9869 -1.6267
H 1.8698 3.4290 -0.8109
O -0.1109 3.2924 -0.7258
C -1.2755 2.6385 -0.6653
O -2.2991 3.2913 -0.5800
C -1.3379 1.1827 -0.6903
N -0.3779 0.2954 -0.9481
N -0.9483 -0.8735 -0.8492
N -2.2444 -0.8489 -0.5434
C -2.5369 0.4408 -0.4338
N -3.7288 0.9455 -0.0760
H -4.5338 0.3462 -0.1045
H -3.8322 1.9419 -0.2044
C -0.2571 -2.0648 -1.0355
C -0.9334 -3.2752 -0.9260
C -0.2396 -4.4561 -1.1096
C 1.1157 -4.4343 -1.3990
C 1.7825 -3.2236 -1.5053
C 1.1027 -2.0346 -1.3255
H 1.6008 -1.0823 -1.3989
H 2.8384 -3.2065 -1.7301
H 1.6522 -5.3602 -1.5414
H -0.7590 -5.3989 -1.0265
H -1.9870 -3.2663 -0.6987
H -0.0822 2.7110 1.7253
H 0.3597 1.2886 3.6660
H 3.2418 -0.8654 4.0513
H 1.7363 -0.3142 4.8018
H 1.7311 -1.7055 3.7163
*
```


3.
A single C17H16N6O molecule, computed with wB97M-V/def2-TZVPD.

The value obtained for the HOMO energy is -8.6 eV. The value obtained for the maximum force is 0.0180 hartree/bohr. Its HOMO-LUMO gap is 8.63 eV. As for the SMILES: NC(N)=NC(=O)c1cnn(-c2cccc3ncccc23)c1C1CC1.

```
! wB97M-V def2-TZVPD RIJCOSX def2/J DEFGRID3
* xyz 0 1
N -0.7456 -3.9343 -3.0073
C -0.9368 -4.0610 -1.6677
N -0.8433 -2.9732 -0.9507
C -1.1558 -2.9875 0.3763
O -1.5663 -3.9568 1.0185
C -0.9798 -1.6801 1.0125
C -0.2536 -0.5782 0.5766
N -0.4185 0.3777 1.5258
N -1.1872 -0.0437 2.5398
C -1.5343 -1.2731 2.2454
H -2.1688 -1.8410 2.8954
C 0.1421 1.6675 1.5487
C 0.9108 2.0477 2.6207
C 1.5189 3.3106 2.6487
C 1.3631 4.1813 1.6071
C 0.5427 3.8388 0.5114
N 0.3825 4.7429 -0.4749
C -0.4180 4.4600 -1.4618
C -1.1573 3.2669 -1.5528
C -0.9981 2.3205 -0.5771
C -0.1044 2.5710 0.4852
H -1.5658 1.4014 -0.5970
H -1.8403 3.1170 -2.3749
H -0.5081 5.2194 -2.2290
H 1.8398 5.1483 1.5978
H 2.1250 3.5789 3.5004
H 1.0494 1.3583 3.4396
C 0.6562 -0.4127 -0.5700
C 2.0777 0.0056 -0.3197
C 1.7760 -1.3933 -0.7578
H 2.0294 -1.6889 -1.7642
H 1.8717 -2.1875 -0.0351
H 2.5453 0.6834 -1.0180
H 2.3900 0.1585 0.7023
H 0.1862 -0.0418 -1.4735
N -1.2083 -5.2801 -1.1776
H -1.4116 -6.0610 -1.7758
H -1.4856 -5.2656 -0.1917
H -0.3832 -3.0488 -3.3149
H -0.5362 -4.7469 -3.5606
*
```


4.
A molecular structure, C17H16NO6SV at a distorted geometry, computed with wB97M-V/def2-TZVPD.

The value obtained for the HOMO energy is -15.5 eV. Its energy above the lowest of the compared OMol25 structures with the same formula, charge and spin is 86.8 kJ/mol. The value obtained for the maximum force is 0.0213 hartree/bohr. Its HOMO-LUMO gap is 5.91 eV.

```
! wB97M-V def2-TZVPD RIJCOSX def2/J DEFGRID3
* xyz 2 1
V 0.1480 -0.4908 -0.5488
C -3.7238 1.0058 -0.9921
C -2.6492 -0.0037 -0.8167
O -1.4514 0.4125 -1.0249
C -2.9319 -1.3705 -0.4678
C -4.2613 -1.8108 -0.3226
C -4.5521 -3.1409 -0.1240
C -3.5212 -4.0808 -0.0886
C -2.1978 -3.6896 -0.2297
C -1.9064 -2.3510 -0.3878
O -0.5988 -2.0219 -0.5616
H -3.2912 1.9898 -1.1458
H -4.3832 1.0236 -0.1240
H -4.3320 0.7425 -1.8616
H -5.0717 -1.0979 -0.3725
H -5.5780 -3.4595 -0.0072
H -3.7555 -5.1282 0.0469
H -1.3911 -4.4095 -0.2086
C 2.5186 4.6766 -4.7097
C 2.4429 3.2810 -4.1756
C 3.5600 2.4437 -4.2176
C 3.5208 1.1608 -3.6984
C 2.3269 0.7197 -3.1446
C 1.1821 1.5173 -3.1095
C 1.2532 2.7969 -3.6145
S 2.2130 -0.8644 -2.4535
O 3.4302 -1.5723 -2.5706
O 0.8715 -1.3915 -2.6629
N 1.9327 -0.5684 -0.7998
C 2.8601 -0.1279 0.2038
C 2.0340 0.1911 1.4351
O 2.2108 0.6186 2.4824
O 0.5207 -0.1217 1.0202
H 3.2216 4.7447 -5.5377
H 2.8683 5.3545 -3.9274
H 1.5460 5.0323 -5.0440
H 4.4765 2.8023 -4.6675
H 4.3875 0.5142 -3.7290
H 0.2516 1.0869 -2.7524
H 0.3757 3.4308 -3.6054
H 3.3910 0.7860 -0.0842
H 3.5934 -0.8993 0.4571
*
```


5.
A molecular structure, C17H17Br2CrNO at a distorted geometry, computed with wB97M-V/def2-TZVPD.

The value obtained for the HOMO energy (spin up / spin down) is -6.5 / -7.2 eV. Its energy above the lowest of the compared OMol25 structures with the same formula, charge and spin is 50.8 kJ/mol. The value obtained for the maximum force is 0.1137 hartree/bohr. Its HOMO-LUMO gap (spin up / spin down) is 6.19 / 6.81 eV.

```
! wB97M-V def2-TZVPD RIJCOSX def2/J DEFGRID3
* xyz 0 5
C 2.2429 1.7587 -1.8343
C -0.9096 2.2711 -1.7849
C 1.5187 1.3182 -2.9428
H 3.0285 1.2495 -1.2261
C -1.0922 0.8867 -2.4550
H -1.8877 2.7454 -1.5841
H 0.9563 2.0345 -3.6076
H -2.1742 0.7388 -2.4668
C 1.0854 -0.1090 -3.3017
H 1.3334 -0.8707 -2.5047
H 1.5658 -0.5365 -4.2059
C 1.6205 3.0815 -1.2858
H 2.2781 3.9288 -1.5940
H 1.7250 3.1003 -0.1672
C 0.1452 3.4306 -1.8043
H 0.2418 3.9163 -2.8150
H -0.2288 4.1885 -1.0983
C -0.4657 0.1443 -3.6126
H -0.5524 0.7359 -4.5274
H -1.0317 -0.7753 -3.8032
Cr 0.0734 0.9362 -1.0943
H 2.7539 1.6931 -2.9612
Br 0.1325 2.7432 3.9451
C -0.1578 1.0386 3.1943
C -0.1984 -0.0662 4.0448
C -0.3924 -1.3582 3.5740
Br -0.4030 -2.8002 4.8034
C -0.5685 -1.6180 2.1809
C -0.8211 -2.8803 1.6167
C -0.9374 -3.0054 0.2488
C -0.7626 -1.8916 -0.5878
N -0.4940 -0.6898 -0.0412
C -0.4516 -0.5011 1.3090
C -0.2425 0.8821 1.7702
O -0.1073 1.8249 0.9123
H -0.0729 0.0775 5.1106
H -0.9206 -3.7168 2.2937
H -1.1586 -3.9608 -0.1970
H -0.8683 -1.9583 -1.6810
*
```


6.
A single C17H17BrN2O3 molecule at a distorted geometry, computed with wB97M-V/def2-TZVPD.

The value obtained for the HOMO energy is -8.4 eV. Its energy above the lowest of the compared OMol25 structures with the same formula, charge and spin is 32.0 kJ/mol. The value obtained for the maximum force is 0.0211 hartree/bohr. Its HOMO-LUMO gap is 8.76 eV. As for the SMILES: CCOc1c(Br)cc(/C=N\NC(=O)c2ccccc2)cc1OC.

```
! wB97M-V def2-TZVPD RIJCOSX def2/J DEFGRID3
* xyz 0 1
C -0.0266 -4.5304 -0.4203
C -1.1676 -4.3540 -1.4145
H -0.9864 -4.9573 -2.3082
H -2.1196 -4.6517 -0.9677
O -1.2395 -3.0330 -1.9226
C -1.4886 -1.9660 -1.1290
C -1.0148 -0.7493 -1.6185
C -1.2021 0.4552 -0.9715
C -1.8777 0.4697 0.2444
C -2.3923 -0.7292 0.7391
C -2.2244 -1.9353 0.0765
O -2.7433 -3.1172 0.5248
C -3.4567 -3.1318 1.7383
H -2.8325 -2.8093 2.5773
H -4.3532 -2.5071 1.6848
H -3.7503 -4.1698 1.8866
H -2.9364 -0.6978 1.6693
C -2.0783 1.7036 1.0133
N -1.2697 2.6625 1.2121
N -0.0194 2.6489 0.7322
C 0.8411 3.7039 0.9503
O 0.5300 4.6993 1.5577
C 2.1968 3.4852 0.3670
C 3.2761 4.0835 1.0128
C 4.5591 3.9280 0.5236
C 4.7762 3.1852 -0.6257
C 3.7057 2.6078 -1.2883
C 2.4205 2.7535 -0.7968
H 1.5997 2.3216 -1.3511
H 3.8687 2.0435 -2.1944
H 5.7775 3.0641 -1.0115
H 5.3905 4.3895 1.0352
H 3.0847 4.6670 1.9006
H 0.3432 1.8074 0.2852
H -3.0297 1.8150 1.5165
H -0.8705 1.3671 -1.4435
Br -0.0514 -0.7908 -3.2526
H 0.0622 -5.5790 -0.1515
H 0.9102 -4.1986 -0.8630
H -0.2113 -3.9537 0.4831
*
```


> Among the records above, which one has the lowest maximum force?

C17H16N6O


> maximum force of number 1 (C17H16N4)?

0.0232 hartree/bohr